ORCA calculation (the ωB97M-V functional and the def2-TZVPD basis) on a 12-piece molecular cluster, C72H180N12O24 overall at a distorted geometry.

XYZ file:
```
288
Properties=species:S:1:pos:R:3:forces:R:3
C -0.0470 0.4918 3.4108 0.59 -0.21 -1.28
O 0.5384 -0.7422 2.8597 -4.02 1.56 1.48
C 1.8791 -0.7361 2.8392 2.23 -0.38 -0.72
C 2.4764 0.2839 1.8668 2.17 0.31 -0.36
N 2.4559 -0.1634 0.4621 -0.95 0.94 0.49
C 2.6837 0.8486 -0.5783 -0.05 -1.00 -1.54
C 1.6125 0.6642 -1.7067 -1.58 -0.58 0.36
O 0.9254 -0.6350 -1.6678 1.03 0.09 -0.08
C -0.1936 -0.7339 -2.5429 1.07 1.01 -0.33
H 0.1377 1.2651 2.6651 -0.43 0.15 -0.16
H 0.4141 0.9177 4.3020 0.36 -0.76 0.40
H -1.1181 0.3909 3.5854 0.20 -0.41 -0.18
H 2.1022 -1.7516 2.5123 0.58 0.02 -0.40
H 2.3069 -0.7003 3.8412 0.20 0.62 0.27
H 3.5302 0.4725 2.0718 0.56 -0.88 0.45
H 2.2361 1.3338 2.0340 -1.46 0.16 -0.10
H 1.5281 -0.5106 0.2653 -0.16 -0.39 0.08
H 3.6792 0.7450 -1.0100 0.18 -0.43 -0.01
H 2.6617 1.9192 -0.3747 -0.41 0.09 0.96
H 1.9341 0.8873 -2.7240 0.50 -0.19 0.00
H 0.8060 1.3698 -1.5070 -0.11 0.40 0.07
H 0.1035 -0.5507 -3.5755 0.30 0.02 -0.29
H -0.8644 0.0951 -2.3174 -0.69 -0.35 0.21
H -0.6099 -1.7412 -2.5516 -0.10 0.23 0.66
C 0.5584 -6.7108 -3.4258 1.11 0.63 0.93
O 0.3916 -6.6858 -4.8103 -0.76 0.11 -0.10
C 1.5588 -6.3634 -5.5170 -0.15 -0.46 -2.35
C 1.2256 -6.5142 -7.1065 0.36 0.05 1.88
N 2.3485 -7.1026 -7.8445 0.04 0.10 -0.72
C 3.5464 -6.2942 -7.9191 0.53 0.17 1.37
C 4.5809 -6.8741 -8.8632 0.74 -0.14 1.06
O 4.0728 -6.8807 -10.1431 -2.03 0.77 -0.54
C 4.7699 -7.6542 -11.0425 0.56 -0.42 -0.45
H 1.1043 -7.5946 -3.0956 -0.34 -0.46 0.04
H -0.3296 -6.5159 -2.8244 -0.53 -0.64 -0.66
H 1.1922 -5.8999 -3.0668 0.41 0.47 -0.31
H 2.3647 -7.0717 -5.3250 0.13 -0.20 0.27
H 1.9034 -5.3593 -5.2697 0.02 0.19 0.04
H 0.8655 -5.5535 -7.4744 0.23 0.33 -0.21
H 0.3593 -7.1756 -7.1223 0.20 -0.22 -0.17
H 2.2006 -7.1513 -8.8425 -1.39 -0.64 -0.17
H 3.9142 -6.2568 -6.8937 0.68 0.26 -0.06
H 3.3643 -5.2666 -8.2337 -0.19 0.36 -0.10
H 4.9213 -7.8727 -8.5893 -0.46 -0.49 0.30
H 5.5139 -6.3134 -8.8069 0.11 0.63 -0.01
H 5.0454 -8.5671 -10.5145 0.68 -0.21 -0.33
H 5.5922 -7.0572 -11.4369 0.64 -0.40 0.09
H 4.1976 -7.9585 -11.9189 -0.55 0.26 0.23
C 0.8625 -3.6384 8.8864 -0.57 0.22 0.27
O -0.3492 -3.8969 9.6160 1.73 -0.89 -0.20
C -1.3996 -3.0777 9.2407 -0.78 0.00 -0.04
C -2.6032 -3.4699 10.1023 0.06 0.84 -0.96
N -2.5337 -3.1412 11.4858 1.43 -0.82 0.93
C -2.3918 -1.7351 11.8356 -0.78 -1.59 -0.91
C -2.4803 -1.5721 13.3122 1.08 2.39 -0.06
O -1.3588 -2.1696 13.9360 -1.18 -0.89 0.27
C -1.4698 -2.0380 15.3302 1.45 -0.52 0.55
H 0.7269 -3.6015 7.8055 -0.49 -0.02 -0.17
H 1.5994 -4.4249 9.0488 -0.20 0.08 0.50
H 1.2275 -2.6572 9.1900 0.38 0.01 0.06
H -1.6726 -3.2907 8.2072 -0.01 0.25 -0.38
H -1.1226 -2.0295 9.3536 -0.05 0.32 -0.12
H -2.6015 -4.5589 10.0571 -0.75 -0.03 -0.34
H -3.4718 -2.9460 9.7032 -0.36 -0.55 -0.43
H -1.6364 -3.5609 11.6830 0.15 -0.39 1.18
H -3.2522 -1.3288 11.3039 0.15 1.05 0.26
H -1.4334 -1.3462 11.4917 -0.05 0.48 -0.13
H -3.4628 -1.6974 13.7673 0.06 -0.97 0.04
H -2.2535 -0.5154 13.4537 -0.54 0.73 0.11
H -2.4102 -2.3675 15.7719 -0.24 0.03 -0.31
H -1.2024 -1.0456 15.6933 -0.40 0.49 -0.22
H -0.6747 -2.6599 15.7414 -0.09 -0.25 0.09
C 2.2074 1.0330 -8.0150 1.00 -2.44 -0.33
O 1.8616 2.2385 -7.5627 -0.87 3.21 0.66
C 1.6408 3.2250 -8.5633 -1.04 1.51 1.14
C 1.1435 4.4847 -7.7886 0.88 0.27 0.51
N 2.3033 5.1471 -7.0845 -0.39 -1.30 -1.09
C 1.9167 6.0996 -6.0881 -0.32 -1.16 1.31
C 3.0152 6.5172 -5.1480 1.47 0.08 -0.32
O 3.4682 5.4882 -4.2019 -1.67 -0.33 -0.97
C 4.3288 5.9464 -3.1882 0.84 1.57 -1.32
H 1.3493 0.3766 -8.1600 -0.26 -0.04 -0.70
H 2.7677 0.5185 -7.2344 0.34 0.03 0.04
H 2.8458 1.1445 -8.8914 0.00 -0.56 -0.33
H 0.8598 2.9737 -9.2809 -0.15 -0.55 0.01
H 2.5381 3.4691 -9.1320 0.31 -0.14 0.12
H 0.4166 4.1915 -7.0311 -0.15 -0.54 0.11
H 0.5704 5.1939 -8.3858 0.50 0.11 -0.50
H 2.6622 4.3564 -6.5687 0.66 -0.16 0.09
H 1.3281 5.6294 -5.3004 -1.65 -0.10 -0.35
H 1.4496 6.9481 -6.5880 -0.07 0.16 0.48
H 2.5846 7.3774 -4.6353 0.54 0.19 0.41
H 3.8323 6.7651 -5.8254 0.66 0.53 0.50
H 5.2791 6.1886 -3.6641 0.49 0.03 -0.04
H 4.5991 5.2605 -2.3853 -0.92 -0.29 -0.17
H 3.9771 6.9247 -2.8606 -0.20 -0.09 0.78
C -6.1719 -5.0531 -9.8610 -1.49 0.03 1.39
O -5.0747 -4.5729 -10.5171 1.51 -0.16 -0.52
C -4.1113 -3.8439 -9.7787 1.19 1.71 -1.23
C -4.3956 -2.3460 -9.8548 -0.59 0.03 -0.11
N -4.4569 -1.7585 -11.2029 -0.24 -1.18 0.93
C -4.8183 -0.3798 -11.1218 0.01 1.99 -1.75
C -6.2762 0.0077 -10.7205 2.50 -0.28 0.60
O -7.0725 -0.8308 -11.4692 -1.87 0.03 -0.87
C -8.4166 -0.3635 -11.6777 -0.01 -0.78 0.41
H -6.8111 -5.6765 -10.4862 0.41 0.03 -0.39
H -6.8094 -4.2405 -9.5127 -0.27 0.28 0.10
H -5.9413 -5.6321 -8.9668 0.34 -0.24 0.11
H -3.1519 -3.9500 -10.2851 0.00 -0.58 -0.25
H -3.8878 -4.0332 -8.7288 -0.80 -0.90 0.19
H -3.6466 -1.7556 -9.3270 -0.01 -0.26 0.45
H -5.3712 -2.2681 -9.3750 -0.21 0.56 0.48
H -5.2349 -2.2294 -11.6424 0.00 -0.19 -0.56
H -4.7115 0.0412 -12.1215 -0.19 -0.27 -0.57
H -4.0272 0.2184 -10.6698 -0.19 -0.16 1.03
H -6.4408 1.0623 -10.9415 -0.03 0.12 0.07
H -6.2966 -0.1791 -9.6468 -0.95 0.10 0.32
H -8.8743 -0.0571 -10.7371 0.01 -0.05 0.20
H -8.9868 -1.2018 -12.0779 0.11 -0.09 0.12
H -8.5758 0.4526 -12.3825 0.78 0.25 -0.15
C 5.6919 -4.1600 -0.4342 -0.74 0.87 0.22
O 6.8797 -4.7677 -0.7242 2.02 -1.33 -1.31
C 6.8828 -6.0138 -1.4847 -0.22 1.04 0.87
C 6.3119 -5.9030 -2.8897 1.29 1.31 0.05
N 7.0334 -4.8839 -3.6994 0.39 -1.25 0.37
C 6.5295 -3.5526 -3.6906 -0.73 1.14 -1.66
C 7.0015 -2.7129 -4.9203 -0.08 -1.72 0.48
O 6.5008 -3.2122 -6.2018 0.70 1.34 1.69
C 6.9874 -2.3244 -7.1983 -1.47 -0.81 -1.25
H 5.0515 -4.7898 0.1833 -0.30 0.00 0.10
H 5.1492 -3.7733 -1.2968 -0.29 -0.38 -0.34
H 5.9663 -3.2445 0.0900 -0.16 -0.11 0.45
H 6.3385 -6.7261 -0.8647 -0.24 -0.40 -0.20
H 7.9240 -6.3321 -1.5374 0.00 0.23 0.08
H 5.2567 -5.6426 -2.8081 -0.37 -0.46 -0.39
H 6.5804 -6.8098 -3.4316 -0.84 -0.43 0.35
H 7.0580 -5.2738 -4.6307 0.01 0.53 -0.23
H 6.7733 -2.9944 -2.7867 0.30 -0.14 0.03
H 5.4432 -3.5354 -3.7787 -0.58 -0.06 0.21
H 8.0831 -2.8399 -4.9659 0.28 0.59 0.06
H 6.6705 -1.6855 -4.7683 0.21 0.11 -0.11
H 6.3536 -2.6096 -8.0380 0.55 -0.14 -0.59
H 8.0458 -2.4274 -7.4376 0.08 -0.14 0.19
H 6.7226 -1.2706 -7.1113 0.15 0.19 0.93
C 7.5881 3.7846 -3.1321 0.13 -0.87 -0.61
O 7.7933 3.1026 -1.8721 0.60 1.32 -1.32
C 9.1938 3.0329 -1.5232 -0.49 -1.87 0.75
C 9.3097 2.9730 -0.0168 0.65 1.78 -0.14
N 9.2140 4.3552 0.4626 -0.70 -0.22 0.92
C 9.1331 4.4256 1.9230 0.84 -0.19 -0.06
C 8.7806 5.8011 2.4348 -0.56 -0.78 -0.57
O 7.5039 6.1666 1.8465 1.71 1.41 1.35
C 7.3124 7.5482 2.1776 -2.44 -0.08 -0.49
H 8.0856 3.3221 -3.9845 0.91 -0.50 0.25
H 7.9116 4.8241 -3.1857 -0.15 0.17 0.66
H 6.5819 3.6693 -3.5351 -0.51 0.27 1.06
H 9.8399 3.7902 -1.9670 -0.34 0.20 0.02
H 9.5830 2.0374 -1.7365 -0.05 -0.15 -1.22
H 10.3030 2.6116 0.2492 0.08 -0.20 -0.03
H 8.5703 2.2900 0.4017 -0.25 -0.09 0.04
H 8.3030 4.6604 0.1512 -0.20 0.42 -0.29
H 10.1074 4.1576 2.3317 0.29 0.07 0.04
H 8.4739 3.6592 2.3305 -0.56 0.02 0.10
H 9.5649 6.5294 2.2286 -0.04 0.14 -0.60
H 8.7357 5.7782 3.5236 -0.43 -0.08 0.23
H 7.4160 7.8205 3.2279 0.95 -0.31 0.11
H 6.2432 7.7310 2.0710 -0.30 -0.15 -0.31
H 7.7332 8.2776 1.4855 0.83 -0.29 0.10
C -4.8837 -3.1560 1.4339 0.11 0.34 0.96
O -5.8447 -2.2671 0.9486 -0.55 0.99 -0.37
C -5.6189 -0.8708 1.2788 -0.33 -0.37 -2.41
C -6.5848 -0.0492 0.3041 -0.23 -0.50 2.34
N -7.9525 -0.2719 0.7843 1.16 0.73 0.98
C -8.9303 0.4727 0.0452 -1.84 -1.00 -0.29
C -10.3768 -0.1433 0.1516 1.68 -0.82 0.08
O -10.4277 -1.2660 -0.7084 0.23 0.11 -0.51
C -11.5776 -2.0665 -0.6182 0.25 -0.20 -0.30
H -4.8061 -2.9759 2.5061 0.54 -0.07 0.31
H -3.9217 -2.9982 0.9463 0.18 -0.11 0.01
H -5.1970 -4.1971 1.3555 -0.23 0.17 -0.51
H -4.5944 -0.5627 1.0700 0.34 -0.28 -0.35
H -5.7237 -0.6977 2.3499 -0.76 0.14 0.01
H -6.5522 -0.2661 -0.7637 0.74 -0.67 -0.13
H -6.3268 1.0077 0.3713 -0.02 0.19 0.30
H -8.0475 -1.2588 0.9771 -0.78 0.05 -0.51
H -8.5772 0.4896 -0.9859 -0.55 0.25 -0.56
H -9.0737 1.4997 0.3812 0.58 0.20 0.29
H -11.1963 0.5580 -0.0054 0.08 0.22 -0.32
H -10.4478 -0.5342 1.1666 -0.23 0.21 0.44
H -11.4117 -2.9621 -1.2170 0.22 0.02 -0.02
H -12.4414 -1.5768 -1.0678 -0.29 0.22 0.34
H -11.7484 -2.4043 0.4040 -0.30 0.18 0.20
C 0.7383 -9.8416 9.6460 0.47 0.20 0.07
O 0.8538 -10.4228 8.3547 -1.67 2.30 0.79
C 1.6333 -11.5156 8.2519 0.78 -2.41 -0.52
C 1.5078 -12.0501 6.8336 -0.72 0.25 -1.00
N 1.8980 -11.0098 5.9037 2.28 0.18 1.71
C 1.8672 -11.2533 4.4997 -0.80 1.17 0.58
C 2.1089 -9.9707 3.7105 -0.83 -0.61 -1.71
O 0.9411 -9.1539 3.5811 0.05 -0.14 0.60
C 0.7997 -8.2630 4.6592 0.65 0.35 0.03
H 1.6982 -9.4996 10.0328 0.37 0.29 -0.34
H 0.4122 -10.5038 10.4481 -0.51 -0.57 -0.34
H 0.0617 -8.9892 9.5854 0.04 -0.16 -0.13
H 1.3216 -12.2986 8.9432 -0.15 -0.25 0.28
H 2.6858 -11.3217 8.4584 0.32 0.26 0.02
H 0.4929 -12.2902 6.5166 -0.89 -0.24 0.88
H 1.9775 -13.0263 6.7130 0.91 0.28 -0.04
H 1.4942 -10.1458 6.2362 0.04 -0.22 -0.43
H 0.8304 -11.5253 4.3017 -0.13 -0.66 -1.02
H 2.5860 -12.0189 4.2076 -0.09 -0.12 0.02
H 2.2267 -10.2738 2.6702 0.41 -0.21 -0.07
H 2.9946 -9.3873 3.9621 -0.01 0.02 0.53
H 0.0061 -7.5440 4.4557 -0.03 -0.22 -0.02
H 1.7496 -7.7367 4.7534 0.07 0.51 0.15
H 0.6568 -8.7538 5.6219 -0.54 0.02 -0.03
C 4.0133 3.6079 6.7203 -0.36 0.21 -0.53
O 2.7625 3.3884 7.3453 -0.19 0.80 0.33
C 2.8530 3.5666 8.7638 -0.02 -0.77 -0.28
C 1.5111 3.5451 9.5097 -0.32 0.90 -0.80
N 0.6115 4.6688 9.2275 -0.16 1.18 0.87
C -0.5235 4.7974 10.1769 1.39 -1.76 -0.24
C -1.1740 6.1130 10.1573 0.32 0.38 0.47
O -1.8323 6.2510 8.9416 -0.68 1.53 -0.82
C -1.9095 7.6167 8.4807 0.42 -0.64 -0.42
H 4.6649 2.7365 6.7851 0.18 -0.03 0.30
H 4.5011 4.5153 7.0763 0.18 -0.06 0.45
H 3.8606 3.8120 5.6605 -0.34 -0.26 -0.07
H 3.4361 4.4443 9.0428 -0.29 0.57 -0.30
H 3.4877 2.7473 9.1014 -0.14 -0.40 0.53
H 1.7938 3.6928 10.5520 -0.04 -0.38 0.17
H 0.9590 2.6127 9.3919 0.34 -0.51 0.01
H 0.2386 4.8061 8.2989 0.39 -0.58 -0.25
H -0.1566 4.6350 11.1904 0.20 -0.10 0.09
H -1.2421 4.0030 9.9755 -0.43 -0.13 0.10
H -0.3861 6.8449 10.3349 0.08 0.45 -0.37
H -1.8423 6.1886 11.0151 -0.45 0.06 0.06
H -2.5547 7.6580 7.6032 -0.11 -0.20 0.16
H -0.9210 7.9263 8.1414 0.20 0.07 0.05
H -2.2442 8.3537 9.2107 -0.22 -0.31 0.37
C -6.2909 10.1407 -5.0341 0.76 -1.16 0.38
O -6.6824 9.5204 -3.8334 -0.63 -1.63 0.60
C -7.0848 8.1106 -3.9049 -1.29 0.69 -0.64
C -6.0596 7.0324 -4.2498 0.18 1.87 1.98
N -4.8851 7.3174 -3.4361 1.98 -0.63 -1.15
C -3.8151 6.5724 -4.1087 0.62 -0.86 0.32
C -3.7620 5.0748 -3.7012 0.66 1.34 -0.59
O -3.6725 4.2672 -4.8843 -0.99 -0.19 1.29
C -4.9366 4.0975 -5.5157 0.54 -0.32 -1.33
H -7.0185 10.0172 -5.8363 -0.27 0.39 0.01
H -5.3872 9.6134 -5.3396 0.38 0.28 -0.59
H -6.0300 11.1655 -4.7700 -0.29 0.00 -0.35
H -7.8837 7.9853 -4.6357 -0.23 0.42 -0.43
H -7.6159 7.9242 -2.9715 0.62 0.01 0.28
H -5.8046 6.9835 -5.3085 -0.33 0.05 -0.17
H -6.3664 6.0662 -3.8494 -0.67 -0.08 -0.63
H -4.5394 8.2624 -3.5228 -0.87 0.57 0.13
H -2.8267 7.0159 -3.9881 -0.03 0.17 0.68
H -3.8974 6.5873 -5.1955 -0.39 0.03 -0.33
H -4.5813 4.8451 -3.0200 -0.32 -0.32 -0.29
H -2.8481 5.0152 -3.1102 0.09 -0.84 -0.24
H -5.3249 5.0023 -5.9833 0.14 0.34 0.20
H -5.7703 3.6463 -4.9776 0.35 -0.04 0.84
H -4.7340 3.4288 -6.3522 0.00 -0.11 0.00
C 0.4970 7.0143 5.3877 -0.82 0.26 0.01
O -0.8482 6.6438 5.1999 -1.12 -0.43 -0.45
C -1.0664 5.6598 4.1732 0.16 0.72 0.25
C -2.5609 5.3388 3.9539 0.89 -0.20 2.19
N -3.1583 4.8368 5.2203 -0.45 -0.42 -1.60
C -4.6006 4.5158 4.9855 0.99 1.36 2.05
C -5.5655 5.7763 4.9346 0.86 -0.59 -1.62
O -5.3162 6.6813 3.8123 0.70 -0.40 1.54
C -5.6242 6.2722 2.5129 -0.53 0.15 0.21
H 1.0847 6.1860 5.7834 0.17 0.02 0.23
H 0.3882 7.8577 6.0697 0.66 -0.16 0.23
H 0.9580 7.3840 4.4718 0.06 -0.03 -0.28
H -0.4760 4.7910 4.4644 -0.22 -0.48 -0.13
H -0.6295 6.0801 3.2674 -0.03 -0.15 -0.43
H -2.6241 4.4482 3.3286 0.04 0.46 -0.72
H -3.1446 6.2037 3.6388 0.40 -0.03 -0.65
H -3.0024 5.4701 5.9915 -0.25 0.19 0.01
H -4.7943 3.9337 5.8865 -0.90 0.09 0.13
H -4.6942 3.7734 4.1929 -0.05 0.50 -0.43
H -5.4611 6.4629 5.7747 0.28 -0.47 0.23
H -6.5878 5.3980 4.9339 -0.34 0.09 -0.23
H -5.1726 5.3396 2.1746 -0.03 -0.37 0.32
H -5.2339 7.0356 1.8398 -0.26 0.14 0.04
H -6.7136 6.2392 2.5040 -0.17 -0.31 -0.85
```
Positions in Å, forces in eV/Å.

As for the largest force on an atom: 4.56 eV/A. The HOMO-LUMO gap comes out at 8.3 eV. The value obtained for the LUMO energy is 0.18 eV. Its net charge is 0. The value obtained for the total energy is -5313.16959 Eh.

Here are the Mulliken charges for atoms 1 to 99, given in e: -0.78, -0.36, -0.72, -0.56, -0.15, -0.61, -0.55, -0.37, -0.71, 0.27, 0.34, 0.31, 0.31, 0.40, 0.45, 0.39, 0.26, 0.25, 0.27, 0.45, 0.31, 0.27, 0.29, 0.25, -0.78, -0.36, -0.49, -0.61, -0.42, -0.43, -0.74, -0.30, -0.72, 0.32, 0.30, 0.27, 0.36, 0.39, 0.33, 0.43, 0.25, 0.28, 0.28, 0.41, 0.41, 0.34, 0.26, 0.24, -0.74, -0.31, -0.46, -0.88, -0.37, -0.45, -0.67, -0.29, -0.80, 0.29, 0.25, 0.29, 0.44, 0.37, 0.36, 0.44, 0.25, 0.35, 0.23, 0.44, 0.36, 0.32, 0.31, 0.26, -0.73, -0.21, -0.68, -0.63, -0.45, -0.53, -0.85, -0.19, -0.77, 0.25, 0.20, 0.34, 0.44, 0.37, 0.30, 0.47, 0.27, 0.30, 0.44, 0.45, 0.34, 0.28, 0.26, 0.34, -0.71, -0.33, -0.69